(1)
The following is a quantum chemistry calculation of a structure of composition CH7O3 at a distorted geometry, from the OMol25 dataset.

Geometry as ORCA input:
```
! RIJCOSX wB97M-V def2-TZVPD def2/J DEFGRID3
* xyz -1 1
C -1.293 0.570 -0.960
O 0.109 0.889 -1.051
H -1.723 0.526 -1.945
H -1.611 -0.480 -0.483
H -1.833 1.271 -0.273
H 1.010 -0.007 -0.782
H 2.591 -0.351 -0.014
O 1.866 -0.700 -0.481
H -0.282 -1.055 1.602
H -1.024 0.083 1.710
O -0.646 -0.615 2.276
*
```

Gap between HOMO and LUMO, eV: 8.170

=====

(2)
The following is a quantum chemistry calculation of a structure of composition C22H28BN7OS7Ti at a distorted geometry, from the OMol25 dataset.

Geometry as ORCA input:
```
! RIJCOSX wB97M-V def2-TZVPD def2/J DEFGRID3
* xyz 1 2
Ti 0.926 -0.224 -0.179
C 4.531 -1.762 1.487
C 3.345 -0.843 1.474
O 2.902 -0.393 0.404
N 2.798 -0.513 2.647
C 1.710 0.452 2.735
C 0.362 -0.220 2.614
C -0.541 -0.220 3.657
C -1.722 -0.948 3.550
C -1.924 -1.697 2.388
C -0.992 -1.652 1.380
N 0.132 -0.885 1.442
H 4.287 -2.661 0.920
H 4.832 -2.033 2.494
H 5.364 -1.281 0.973
H 3.096 -0.971 3.495
H 1.851 1.171 1.912
H 1.788 0.993 3.679
H -0.318 0.347 4.547
H -2.440 -0.961 4.354
H -2.797 -2.323 2.290
H -1.098 -2.256 0.480
C -3.915 -0.157 -0.302
N -3.401 -1.184 -1.161
C -4.087 -2.294 -1.564
C -3.266 -2.983 -2.394
N -2.082 -2.314 -2.501
B -0.926 -2.960 -3.335
N 0.201 -1.938 -3.605
C 0.426 -1.237 -4.752
C 1.588 -0.548 -4.623
N 2.082 -0.836 -3.377
C 3.310 -0.368 -2.796
C 1.207 -1.670 -2.772
S 1.450 -2.336 -1.209
C -2.172 -1.222 -1.741
S -1.077 0.097 -1.566
H -4.380 -0.610 0.572
H -4.656 0.451 -0.824
H -3.096 0.486 0.016
H -5.089 -2.494 -1.246
H -3.437 -3.896 -2.923
H -1.364 -3.302 -4.377
H -0.491 -3.841 -2.666
H -0.251 -1.279 -5.578
H 2.112 0.088 -5.309
H 4.003 -0.113 -3.596
H 3.742 -1.168 -2.185
H 3.134 0.516 -2.160
C -3.815 2.006 3.243
S -2.418 2.103 2.082
C -2.047 3.817 2.158
C -0.816 4.295 1.869
S 0.571 3.258 1.642
S -0.597 6.033 1.922
C -2.229 6.424 2.412
S -2.739 7.934 2.711
S -3.277 5.010 2.519
H -4.632 2.606 2.856
H -3.496 2.350 4.222
H -4.099 0.960 3.285
C -0.437 3.399 -0.982
C 0.450 2.583 -0.110
N 1.131 1.596 -0.388
H -1.474 3.235 -0.687
H -0.315 3.069 -2.014
H -0.204 4.459 -0.891
*
```

Gap between HOMO and LUMO (spin up / spin down), eV: 6.649 / 6.652

=====

(3)
The following is a quantum chemistry calculation of the ion C4H12NOSi with charge -1 at a distorted geometry, from the OMol25 dataset.

Geometry as ORCA input:
```
! RIJCOSX wB97M-V def2-TZVPD def2/J DEFGRID3
* xyz -1 1
C -1.273 -1.776 0.736
C -1.333 -0.286 0.584
Si 0.426 0.362 -0.008
C 0.827 2.051 0.734
C 0.000 0.770 -1.926
O 1.674 -0.560 0.464
N 1.890 -1.888 -0.258
H -0.253 -2.048 1.112
H -2.028 -2.082 1.464
H -1.508 -2.188 -0.189
H -1.476 0.184 1.541
H -2.327 -0.091 -0.005
H 1.360 1.883 1.727
H 1.539 2.551 0.127
H -0.013 2.687 0.800
H -0.883 1.369 -2.100
H 0.791 1.354 -2.513
H -0.140 -0.140 -2.578
H 2.727 -2.151 0.288
*
```

Gap between HOMO and LUMO, eV: 5.490
SMILES: CC[Si](C)(C)O[NH-]

=====

(4)
The following is a quantum chemistry calculation of a cluster of 2 separate species, C6H8N3O3 in total at a distorted geometry, from the OMol25 dataset.

Geometry as ORCA input:
```
! RIJCOSX wB97M-V def2-TZVPD def2/J DEFGRID3
* xyz -1 1
C -0.438 -0.652 1.420
C -2.064 -1.781 0.589
C 0.890 -0.062 -2.484
C 0.709 -0.404 2.439
C 0.653 1.910 -0.903
C 0.893 0.451 -1.032
N -1.208 -1.711 1.609
N -1.882 -0.574 -0.152
N -0.803 0.130 0.362
O 0.076 -0.534 -3.279
O -2.989 -2.549 0.433
O 2.066 0.337 -2.643
H 0.329 0.034 3.335
H 1.292 0.289 1.873
H 1.027 -1.376 2.583
H 0.869 2.355 -1.921
H -0.350 2.012 -0.502
H 1.418 2.358 -0.359
H 1.703 0.003 -0.354
H -2.191 -0.236 -1.017
*
```

Gap between HOMO and LUMO, eV: 7.729

=====

(5)
The following is a quantum chemistry calculation of a structure of composition CH2ClP at a distorted geometry, from the OMol25 dataset.

Geometry as ORCA input:
```
! RIJCOSX wB97M-V def2-TZVPD def2/J DEFGRID3
* xyz 0 1
C -0.267 -0.948 -0.533
P 0.585 2.484 1.933
Cl 0.226 0.076 0.797
H 0.534 -1.161 -1.182
H -1.078 -0.451 -1.015
*
```

Gap between HOMO and LUMO (spin up / spin down), eV: 5.439 / 5.433

=====

(6)
The following is a quantum chemistry calculation of a cluster of 2 separate species, CH7NO2 in total at a distorted geometry, from the OMol25 dataset.

Geometry as ORCA input:
```
! RIJCOSX wB97M-V def2-TZVPD def2/J DEFGRID3
* xyz 0 1
N 0.081 0.036 0.530
C 0.778 0.148 -0.737
O 2.184 0.234 -0.572
H -0.078 -0.914 0.829
H 0.544 0.613 1.221
H 0.501 -0.717 -1.340
H 0.431 1.038 -1.258
H 2.554 -0.642 -0.549
O -2.747 -0.310 0.539
H -3.050 0.235 1.270
H -1.777 -0.364 0.701
*
```

Gap between HOMO and LUMO, eV: 10.758
SMILES: NCO.O

=====

(7)
The following is a quantum chemistry calculation of a structure of composition C5H11NO at a distorted geometry, from the OMol25 dataset.

Geometry as ORCA input:
```
! RIJCOSX wB97M-V def2-TZVPD def2/J DEFGRID3
* xyz 0 1
C -1.324 1.643 0.083
C -1.524 0.147 -0.342
C -0.740 -0.813 0.559
C 0.488 -1.266 -0.157
C 2.534 0.054 0.287
H -1.514 1.719 1.215
H -1.772 2.149 -0.598
H 0.016 1.954 0.016
H -1.102 0.140 -1.563
H -2.560 -0.116 -0.204
H -1.470 -1.359 0.833
H -0.342 -0.558 1.453
H 0.677 -2.001 0.298
H 0.021 -2.099 -1.104
H 1.293 0.257 -1.203
H 2.698 -0.480 0.945
N 1.411 -0.366 -0.508
O 3.209 0.994 -0.011
*
```

Gap between HOMO and LUMO, eV: 10.452

=====

(8)
The following is a quantum chemistry calculation of a structure of composition C5H12N2S at a distorted geometry, from the OMol25 dataset.

Geometry as ORCA input:
```
! RIJCOSX wB97M-V def2-TZVPD def2/J DEFGRID3
* xyz 0 1
C 1.311 -0.746 -1.425
C 0.861 -0.079 0.111
C 2.024 0.221 1.006
C -0.349 -0.613 0.816
C -1.466 -0.893 -0.243
H 1.705 -1.761 -1.301
H 2.211 -0.143 -1.915
H 0.411 -0.435 -2.068
H 1.508 0.574 1.926
H 2.739 -0.785 1.137
H 2.666 1.030 0.558
H -0.400 2.174 0.691
H -0.552 0.157 1.583
H -0.001 -1.554 1.161
H -1.317 -1.907 -0.894
H -2.280 1.459 0.065
H -3.816 1.175 -0.273
N -2.628 -0.336 -0.557
N -3.088 0.866 0.289
S 0.458 1.596 -0.668
*
```

Gap between HOMO and LUMO, eV: 9.463

=====

Listing energy above the lowest of the compared OMol25 structures with the same formula, charge and spin for the structures above in their given order: 110.4, 211.6, 230.0, 298.2, 612.5, 8.9, 743.9, 405.1 kJ/mol.